No. 1
The following is a quantum chemistry calculation of a 3-piece molecular cluster, C24H53IN3O6 overall, from the OMol25 dataset.

Geometry as XYZ:
```
87
Properties=species:S:1:pos:R:3:forces:R:3:lowdin_charge:R:1
C 3.794 2.200 0.141 0.064 -0.279 0.266 -0.09
C 3.828 0.677 0.395 0.143 0.282 -0.888 -0.23
C 2.838 -0.107 -0.484 0.135 -0.621 0.340 -0.21
C 2.043 -1.168 0.283 -0.386 0.158 0.269 -0.20
C 0.658 -1.451 -0.303 0.339 0.437 -0.321 -0.20
C 0.596 -1.663 -1.831 -0.771 -0.444 0.734 -0.18
C -0.631 -0.976 -2.445 0.909 0.042 -0.543 -0.18
C -0.388 0.485 -2.834 -0.511 0.167 0.238 -0.16
C -0.661 1.557 -1.775 0.732 -0.597 -0.324 -0.15
N -1.913 1.352 -1.013 -0.640 0.763 0.654 0.10
C -1.928 1.883 0.246 0.429 -0.529 0.020 -0.33
N -1.231 1.194 1.224 -0.168 0.878 -0.208 0.08
C -1.979 0.099 1.902 0.519 -0.604 -0.172 -0.11
C -2.730 -0.826 0.964 -0.052 -0.826 0.541 -0.14
O -4.136 -0.503 1.015 0.120 1.078 -0.766 -0.04
C -4.673 -0.047 -0.138 0.108 -0.812 -1.598 -0.31
O -4.423 -0.466 -1.254 0.024 0.762 1.703 0.08
N -2.559 2.991 0.564 -0.174 -0.276 -0.546 0.09
C -3.315 3.838 -0.365 -0.096 0.752 0.374 -0.69
I -4.890 4.732 0.824 0.041 -0.234 -0.164 0.95
C -2.487 4.938 -1.005 0.030 0.406 0.182 -0.30
C -1.761 5.866 -0.029 0.111 0.009 -0.571 -0.11
H 3.646 2.735 1.075 0.012 0.216 0.021 0.06
H 4.726 2.535 -0.302 0.104 0.130 -0.018 0.07
H 2.997 2.480 -0.546 -0.146 0.031 -0.034 0.05
H 3.689 0.455 1.448 -0.117 -0.044 0.130 0.10
H 4.822 0.340 0.114 0.181 -0.107 0.288 0.08
H 2.147 0.567 -0.990 -0.102 0.154 0.016 0.08
H 3.396 -0.621 -1.266 0.011 0.147 -0.264 0.11
H 2.600 -2.094 0.411 0.220 -0.048 -0.139 0.12
H 1.885 -0.784 1.294 -0.015 -0.074 0.154 0.10
H 0.202 -2.296 0.211 -0.061 -0.144 0.035 0.11
H 0.038 -0.586 -0.068 -0.054 0.135 0.058 0.07
H 0.480 -2.732 -1.999 0.219 -0.123 -0.179 0.11
H 1.505 -1.348 -2.331 0.117 0.096 -0.079 0.10
H -0.859 -1.498 -3.372 -0.237 -0.068 -0.039 0.11
H -1.491 -1.073 -1.790 -0.184 -0.043 -0.046 0.08
H -0.990 0.723 -3.711 -0.134 0.022 -0.063 0.11
H 0.646 0.637 -3.140 0.140 -0.075 -0.099 0.12
H -0.683 2.520 -2.285 -0.211 0.209 0.105 0.11
H 0.166 1.615 -1.072 -0.076 -0.162 0.278 0.11
H -2.753 1.560 -1.539 0.125 0.031 -0.242 0.13
H -0.847 1.829 1.914 0.003 -0.019 0.104 0.14
H -2.661 0.485 2.657 -0.176 0.194 -0.065 0.13
H -1.240 -0.494 2.434 0.217 0.034 -0.026 0.13
H -2.626 -1.840 1.338 -0.120 -0.125 0.077 0.14
H -2.346 -0.822 -0.047 -0.135 0.117 -0.096 0.08
H -5.378 0.781 0.020 -0.196 -0.269 0.296 0.15
H -2.577 3.267 1.534 -0.108 -0.084 0.167 0.12
H -3.835 3.246 -1.104 -0.008 -0.210 -0.013 0.08
H -3.180 5.538 -1.590 -0.039 -0.002 -0.198 0.11
H -1.764 4.536 -1.714 -0.001 -0.414 -0.004 0.10
H -0.991 6.392 -0.587 0.102 0.090 0.006 0.08
H -2.429 6.625 0.358 -0.085 -0.037 0.341 0.05
H -1.251 5.335 0.770 -0.054 -0.039 0.202 0.07
C 6.527 0.889 -3.328 -0.049 0.062 0.058 -0.11
O 6.767 0.476 -1.994 0.022 -0.051 -0.079 -0.21
C 7.008 -0.918 -1.875 -0.082 0.103 0.209 -0.21
C 8.485 -1.245 -1.803 0.096 -0.152 -0.144 -0.21
O 9.168 -0.895 -2.993 -0.126 0.129 -0.004 -0.19
C 9.843 0.349 -2.918 0.080 -0.054 -0.010 -0.11
H 6.671 1.968 -3.371 -0.028 0.007 0.030 0.09
H 7.215 0.415 -4.030 0.006 -0.014 0.003 0.09
H 5.496 0.659 -3.620 0.019 -0.026 -0.053 0.08
H 6.540 -1.459 -2.704 0.033 -0.005 -0.039 0.13
H 6.533 -1.250 -0.946 0.006 -0.035 -0.011 0.12
H 8.594 -2.326 -1.673 -0.007 0.003 0.043 0.13
H 8.943 -0.755 -0.938 -0.032 0.040 0.017 0.13
H 10.789 0.239 -2.379 -0.011 0.044 0.030 0.09
H 9.236 1.113 -2.428 -0.018 -0.004 0.009 0.08
H 10.057 0.669 -3.936 0.018 -0.045 -0.013 0.09
C -7.023 -4.422 5.363 -0.078 0.026 0.026 -0.10
O -7.415 -3.544 4.319 0.140 -0.080 -0.049 -0.19
C -6.523 -2.465 4.118 -0.249 -0.005 -0.050 -0.21
C -5.566 -2.715 2.971 0.188 -0.067 0.136 -0.21
O -4.695 -3.807 3.221 -0.059 -0.021 -0.007 -0.19
C -5.123 -5.022 2.624 0.058 -0.013 -0.021 -0.10
H -7.573 -5.353 5.232 -0.043 0.023 -0.001 0.09
H -5.953 -4.637 5.333 0.011 0.010 -0.010 0.08
H -7.281 -3.995 6.337 0.049 -0.014 0.019 0.09
H -5.968 -2.248 5.037 0.049 -0.019 -0.006 0.13
H -7.131 -1.587 3.877 0.041 0.030 0.013 0.13
H -4.936 -1.833 2.846 -0.057 0.075 0.008 0.10
H -6.117 -2.871 2.038 -0.049 -0.009 0.009 0.13
H -4.874 -5.033 1.557 -0.053 -0.013 -0.013 0.09
H -6.196 -5.177 2.745 -0.010 0.018 0.008 0.09
H -4.593 -5.836 3.115 0.042 0.023 -0.001 0.09
```
Forces are in eV/Å.

Output
* frontier orbital gap: 7.13 eV
* ΔE to the lowest compared entry with this formula, charge and spin: 0.0 kJ/mol
* charge: +1



No. 2
The following is a quantum chemistry calculation of a single C3H3N5 molecule, from the OMol25 dataset.

Geometry as XYZ:
```
11
Properties=species:S:1:pos:R:3:forces:R:3:nbo_charge:R:1
C -1.314 1.034 -0.204 3.664 1.531 1.778 -0.17
N -2.007 -0.018 -0.080 -3.057 -4.579 -0.545 -0.19
N -1.385 -1.143 0.053 1.216 1.209 0.730 -0.10
N -0.018 -0.661 0.279 -2.776 -1.103 -0.966 -0.27
C 1.223 -1.052 -0.009 2.081 -7.033 -2.624 0.21
N 1.983 -0.103 -0.180 5.072 4.724 0.586 -0.29
N 1.240 1.105 0.005 4.589 3.197 1.654 -0.42
C 0.043 0.653 0.111 -6.424 1.841 0.417 0.29
H -1.824 1.929 -0.078 -0.319 1.839 -0.350 0.21
H 1.801 -2.132 -0.503 -2.721 3.037 2.302 0.26
H 1.635 2.128 0.652 -1.325 -4.665 -2.980 0.46
```
Forces are in eV/Å.

Output
* frontier orbital gap: 8.64 eV
* ΔE to the lowest compared entry with this formula, charge and spin: 438.4 kJ/mol
* charge: 0
* SMILES: c1nnn2cn[nH]c12



No. 3
The following is a quantum chemistry calculation of C27H26FN5O9PS4TcTe as an isolated structure, from the OMol25 dataset.

Geometry as XYZ:
```
75
Properties=species:S:1:pos:R:3:forces:R:3:lowdin_charge:R:1
Tc 1.078 1.841 -0.194 0.805 0.135 -0.798 1.11
C -0.729 1.938 3.733 -0.049 -0.014 0.056 -0.02
C -0.358 2.089 2.299 -0.042 0.115 -0.102 -0.26
N 0.705 1.576 1.763 -0.025 -0.184 0.549 -0.12
N 1.605 0.874 2.523 -0.090 0.117 -0.402 0.10
C 2.545 0.417 1.714 0.139 -0.193 0.130 -0.46
O 2.625 0.636 0.455 -0.483 0.018 -0.042 -0.19
C 3.615 -0.431 2.302 -0.074 0.055 -0.008 -0.14
C 4.545 -1.006 1.446 0.107 -0.059 -0.034 -0.01
C 5.551 -1.815 1.954 -0.013 0.017 0.026 -0.08
C 5.631 -2.047 3.321 -0.045 0.008 0.018 -0.10
C 4.702 -1.468 4.179 0.007 0.008 -0.030 -0.09
C 3.695 -0.662 3.671 0.005 -0.008 0.021 -0.03
C -1.156 2.848 1.348 0.061 -0.087 0.063 -0.21
C -2.396 3.402 1.655 -0.086 0.077 0.068 -0.02
C -3.098 4.073 0.678 -0.026 0.021 -0.029 -0.06
C -2.550 4.191 -0.597 -0.060 0.039 0.026 -0.05
C -1.315 3.633 -0.840 0.131 -0.044 0.115 -0.11
N -0.629 2.982 0.109 -0.194 0.124 0.007 -0.06
H 0.090 1.456 4.260 -0.003 -0.006 0.003 0.07
H -1.622 1.314 3.835 0.023 0.015 -0.010 0.08
H -0.934 2.908 4.192 0.003 -0.021 -0.012 0.08
H 4.463 -0.812 0.384 -0.002 -0.018 0.031 0.12
H 6.274 -2.261 1.283 -0.015 -0.003 0.010 0.10
H 6.413 -2.682 3.718 0.006 0.014 0.003 0.09
H 4.765 -1.645 5.246 -0.001 -0.006 -0.015 0.09
H 2.962 -0.204 4.321 0.012 -0.024 -0.006 0.10
H -2.797 3.280 2.652 -0.006 0.012 -0.031 0.11
H -4.070 4.496 0.898 0.005 0.010 -0.003 0.11
H -3.068 4.712 -1.390 -0.001 -0.015 0.015 0.10
H -0.829 3.697 -1.805 0.009 -0.022 0.005 0.11
O 6.950 3.903 -2.965 -0.065 -0.132 0.100 -0.09
C 5.865 3.616 -2.522 0.041 0.256 -0.165 -1.03
S 4.668 2.647 -3.390 0.016 -0.035 -0.009 0.95
C 3.413 2.737 -2.176 -0.154 -0.140 -0.172 -1.13
C 3.682 3.423 -1.060 0.024 0.146 0.253 -1.15
S 2.541 3.665 0.248 -0.199 -0.176 -0.047 0.52
S 5.265 4.160 -0.949 0.045 -0.027 0.029 0.95
S 1.854 1.992 -2.477 -0.042 0.186 0.044 0.40
F -1.807 -1.222 -7.203 -0.002 0.019 -0.005 0.08
C -2.285 -1.470 -5.974 -0.101 -0.192 -0.188 -0.20
C -1.961 -0.697 -4.940 0.056 0.291 0.253 -0.04
N -2.448 -0.908 -3.667 0.050 -0.101 0.085 0.01
C -2.029 -0.038 -2.566 -0.012 -0.120 -0.277 -0.11
C -0.708 -0.360 -1.841 0.016 0.019 0.437 -0.92
O -0.972 -1.644 -1.117 -0.018 0.099 -0.082 -0.22
O -0.489 0.634 -1.010 0.171 -0.156 0.194 -0.36
C -3.337 -1.935 -3.412 0.015 0.131 0.020 -0.46
O -3.876 -2.123 -2.341 0.007 -0.002 0.055 0.08
N -3.608 -2.739 -4.505 0.030 -0.009 -0.063 0.21
C -3.169 -2.608 -5.821 -0.024 -0.022 0.041 -0.41
O -3.531 -3.370 -6.690 -0.009 -0.042 -0.019 0.09
H -1.297 0.145 -5.064 -0.009 -0.011 0.032 0.11
H -2.818 -0.065 -1.821 -0.061 0.047 0.087 0.12
H -1.925 0.979 -2.939 0.005 0.005 -0.104 0.13
H -4.248 -3.500 -4.328 -0.009 0.004 0.023 0.16
C 0.399 -4.643 1.838 0.074 -0.003 -0.010 -0.08
C -0.957 -3.975 1.824 0.052 0.043 -0.103 -0.27
O -1.200 -3.311 0.570 -0.010 0.074 0.020 -0.18
P -0.695 -1.801 0.429 0.160 -0.057 -0.239 0.39
O 0.639 -1.540 0.966 -0.060 -0.037 -0.072 -0.20
Te 0.923 -0.884 -3.248 0.117 -0.159 0.178 0.90
O -1.776 -0.938 1.216 -0.265 -0.050 0.103 -0.18
C -3.182 -1.164 0.990 0.200 0.122 0.073 -0.25
C -3.895 0.146 1.224 -0.046 0.066 -0.017 -0.06
H 0.498 -5.244 2.745 0.041 -0.002 0.001 0.07
H 1.195 -3.898 1.810 -0.056 -0.018 0.001 0.07
H 0.504 -5.298 0.971 -0.023 0.001 0.039 0.08
H -1.050 -3.262 2.646 0.010 0.041 0.032 0.11
H -1.756 -4.710 1.920 -0.058 -0.025 -0.008 0.11
H -3.522 -1.932 1.687 -0.002 -0.026 0.048 0.12
H -3.352 -1.531 -0.019 0.015 -0.036 -0.179 0.09
H -3.744 0.493 2.249 -0.014 -0.021 -0.041 0.07
H -4.966 0.028 1.046 0.025 0.018 0.020 0.08
H -3.507 0.912 0.548 -0.025 -0.053 0.008 0.07
```
Forces are in eV/Å.

Output
* frontier orbital gap (alpha / beta): 5.77 / 5.96 eV
* ΔE to the lowest compared entry with this formula, charge and spin: 75.9 kJ/mol
* charge: -1
* multiplicity: 4



No. 4
The following is a quantum chemistry calculation of C2H3I3S3 as an isolated structure, from the OMol25 dataset.

Geometry as XYZ:
```
11
Properties=species:S:1:pos:R:3:forces:R:3:nbo_charge:R:1
C 0.603 0.708 -1.248 0.691 -1.845 -0.617 -0.62
C -0.476 3.249 0.370 1.742 -0.137 -1.807 -0.72
S -2.040 3.758 0.533 -1.573 -0.051 -0.111 0.28
S -3.098 2.808 -1.104 0.540 -0.550 1.008 0.02
S -3.045 0.778 -0.709 0.006 0.889 -0.219 -0.08
I 0.383 3.384 -1.680 -0.492 1.318 0.660 0.23
I 0.934 3.478 1.872 -0.480 -0.085 -0.102 0.30
I -5.021 0.255 0.520 -0.011 0.061 0.048 0.07
H 1.442 0.411 -1.893 -0.628 0.104 -0.081 0.18
H 0.989 1.236 -0.413 -0.205 -0.263 1.045 0.16
H -0.262 0.032 -1.213 0.411 0.560 0.177 0.18
```
Forces are in eV/Å.

Output
* frontier orbital gap (alpha / beta): 6.15 / 7.62 eV
* charge: 0
* multiplicity: 3